The following is a quantum chemistry calculation of C16H19AgN8O5Se2Te2 as an isolated structure, from OMol25.

Each line ends with the Löwdin charge.
Geometry (Å):
1 Ag -0.239 0.688 0.998  0.4618
2 O 4.555 2.356 -2.514  0.0833
3 C 4.903 1.338 -1.757  -0.5346
4 O 6.009 0.832 -1.817  0.0427
5 C 3.883 0.825 -0.807  -0.0658
6 C 4.107 -0.243 0.041  -0.0182
7 N 2.993 -0.420 0.760  0.0068
8 N 2.050 0.463 0.434  0.0303
9 C 2.551 1.225 -0.522  -0.1393
10 C 1.653 2.266 -1.155  -0.5828
11 O 2.180 2.994 -2.040  -0.0068
12 O 0.470 2.308 -0.774  -0.0695
13 H 3.574 2.647 -2.325  0.0418
14 H 4.975 -0.870 0.150  0.1299
15 H 2.745 -1.171 1.420  -0.0326
16 Se -3.836 -1.187 1.354  -0.4561
17 Te -1.538 -1.655 0.533  0.0091
18 Te -0.607 -3.204 2.636  0.0361
19 Se 1.903 -3.063 2.674  -0.3119
20 C -4.098 0.393 -2.445  -0.0811
21 C -5.133 1.483 -2.182  -0.4166
22 C -6.160 1.019 -1.153  -0.0888
23 C -4.478 2.803 -1.768  -0.1255
24 N -3.731 2.724 -0.527  -0.1062
25 C -2.472 2.334 -0.310  -0.1803
26 N -2.244 2.374 0.980  0.0014
27 N -3.389 2.807 1.547  -0.0290
28 N -4.286 3.020 0.658  0.0428
29 H -4.578 -0.488 -2.874  0.0797
30 H -3.635 0.068 -1.510  0.0186
31 H -3.320 0.729 -3.135  0.0790
32 H -5.649 1.714 -3.123  0.1254
33 H -5.668 0.748 -0.217  0.0247
34 H -6.678 0.129 -1.514  0.0759
35 H -6.901 1.796 -0.948  0.0714
36 H -5.233 3.575 -1.623  0.1179
37 H -3.783 3.138 -2.540  0.1256
38 H -1.745 2.074 -1.063  0.1062
39 N 1.070 -2.690 6.078  0.1505
40 C 0.127 -1.753 6.353  -0.5254
41 O -0.623 -1.809 7.315  0.0290
42 C 0.094 -0.619 5.371  -0.1797
43 C 1.258 -0.122 4.806  -0.0520
44 C 1.151 0.859 3.835  -0.1641
45 N -0.013 1.337 3.401  0.0050
46 C -1.133 0.861 3.962  -0.1536
47 C -1.123 -0.098 4.959  -0.0196
48 H 0.994 -3.541 6.610  0.1026
49 H 1.438 -2.774 5.126  -0.0653
50 H 2.228 -0.514 5.075  0.1034
51 H 2.038 1.253 3.351  0.0998
52 H -2.064 1.239 3.556  0.0827
53 H -2.048 -0.484 5.364  0.1212

total energy = -6921.46152 Eh
largest force on an atom = 0.15 eV Å⁻¹
frontier orbital gap = 5.6 eV
LUMO energy = 4.255 eV
ΔE to the lowest compared entry with this formula, charge and spin = 8.7 kcal/mol
net charge = -2
HOMO energy = -1.36 eV

***

The following is a quantum chemistry calculation of C4H4NaO as an isolated structure, from OMol25.

Each line ends with the Löwdin charge.
Geometry (Å):
1 O 1.781 1.027 -0.390  -0.0637
2 C 1.662 0.109 -1.360  -0.1431
3 C 0.981 -1.028 -1.365  0.0024
4 H 2.629 1.491 -0.416  0.1219
5 H 1.285 -1.842 -2.023  0.0539
6 H 0.004 -1.178 -0.893  0.0607
7 C -2.781 -0.252 1.943  -0.2441
8 C -1.736 0.260 1.534  -0.3090
9 H -3.689 -0.652 2.364  -0.0475
10 Na -0.136 2.066 0.607  0.5685

total energy = -392.13390 Eh
largest force on an atom = 2.03 eV Å⁻¹
frontier orbital gap (alpha / beta) = 6.8 / 6.6 eV
2S+1 = 2
LUMO energy (alpha / beta) = -0.901 / -1.149 eV
ΔE to the lowest compared entry with this formula, charge and spin = 18.8 kcal/mol
HOMO energy (alpha / beta) = -7.71 / -7.71 eV